#a
This record from OMol25 describes a molecular structure, C40H57AsN10OS4Ti. The level of theory is wB97M-V/def2-TZVPD.

```
114
Properties=species:S:1:pos:R:3:mulliken_charge:R:1
Ti 0.740 -0.445 1.135 -1.0340
C 4.384 -0.105 1.059 -0.6250
C 4.207 0.590 2.393 -1.3556
S 2.476 0.991 2.763 0.5944
C 2.728 1.503 4.501 -1.2121
C 1.457 1.643 5.317 -0.9211
S 0.325 0.260 5.162 0.1937
C 1.372 -1.149 5.594 -0.9525
C 0.980 -2.401 4.829 -1.2717
S 1.248 -2.416 3.013 0.6173
C 3.046 -2.644 3.086 -0.9471
C 3.608 -2.776 1.694 -0.9240
S 3.172 -1.385 0.639 0.2953
H 5.366 -0.579 1.001 0.6937
H 4.341 0.607 0.239 -0.0577
H 4.786 1.516 2.386 0.7228
H 4.586 -0.018 3.214 0.6095
H 3.241 2.464 4.447 0.6362
H 3.421 0.790 4.949 0.5725
H 0.886 2.524 5.021 0.4287
H 1.735 1.794 6.361 0.4978
H 1.266 -1.372 6.657 0.5976
H 2.422 -0.909 5.430 0.3016
H -0.049 -2.694 5.005 0.6582
H 1.587 -3.244 5.165 0.7236
H 3.226 -3.561 3.649 0.6959
H 3.495 -1.815 3.628 0.2239
H 3.220 -3.662 1.190 0.3251
H 4.695 -2.870 1.701 0.6103
C 3.838 1.685 -3.103 -0.8602
N 2.971 1.638 -1.881 0.9939
C 2.315 0.606 -1.382 -1.1502
N 1.823 0.931 -0.166 1.7010
C 2.193 2.251 -0.038 -1.0466
N 2.894 2.688 -1.043 -0.8623
C 3.626 2.941 -3.898 0.8895
C 4.700 3.719 -4.307 -0.8858
C 4.472 4.846 -5.091 -0.7460
C 3.182 5.212 -5.442 -0.9666
C 2.109 4.435 -5.013 -0.0282
C 2.338 3.294 -4.259 -0.1339
C 0.721 4.800 -5.293 0.6369
N 0.207 5.792 -5.921 -0.4385
N -1.185 5.657 -5.790 -0.4542
C -1.374 4.599 -5.093 0.5518
O -0.215 3.987 -4.736 -0.2067
C -2.590 3.992 -4.555 0.0313
C -3.827 4.630 -4.626 -0.9264
C -4.928 4.056 -4.012 -0.7566
C -4.800 2.862 -3.308 -0.8777
C -3.571 2.219 -3.263 0.7675
C -3.402 0.919 -2.536 -0.9213
N -2.317 0.994 -1.497 1.2993
C -1.464 0.050 -1.138 -1.5154
N -0.727 0.480 -0.104 1.0864
C -1.202 1.754 0.099 -1.1129
N -2.165 2.076 -0.714 -0.7811
C -2.475 2.775 -3.900 0.0701
H 3.579 0.784 -3.663 0.2545
H 4.864 1.594 -2.750 0.4392
H 2.245 -0.346 -1.881 0.5780
H 1.965 2.865 0.816 0.6647
H 5.712 3.454 -4.027 0.4140
H 5.308 5.448 -5.419 0.4368
H 2.999 6.099 -6.034 0.5677
H 1.497 2.691 -3.942 0.5591
H -3.911 5.573 -5.150 0.5574
H -5.889 4.548 -4.065 0.4451
H -5.663 2.436 -2.811 0.4070
H -3.091 0.105 -3.193 0.3091
H -4.310 0.625 -2.011 0.3882
H -1.397 -0.906 -1.626 0.6268
H -0.829 2.434 0.849 0.7251
H -1.513 2.277 -3.872 0.4688
N 0.303 -2.062 0.151 0.3898
C 0.069 -3.077 -0.412 0.4815
N -0.162 -4.171 -0.991 -0.0432
C -1.051 -4.265 -2.214 -0.3744
C -2.155 -5.272 -1.955 -0.4560
C -1.585 -6.616 -1.512 -0.8037
C -0.726 -6.462 -0.262 -0.6558
C 0.408 -5.480 -0.483 -0.5260
H -0.387 -4.574 -3.023 0.4191
H -1.417 -3.261 -2.425 0.1914
H -2.728 -5.375 -2.877 0.4048
H -2.838 -4.875 -1.198 0.1786
H -0.992 -7.052 -2.321 0.3550
H -2.397 -7.315 -1.319 0.3628
H -0.278 -7.415 0.023 0.3963
H -1.332 -6.133 0.587 0.2764
H 1.099 -5.809 -1.261 0.3675
H 0.967 -5.256 0.424 0.3019
C -3.245 -2.155 0.700 -1.3786
C -3.178 -0.767 1.315 -1.0659
As -1.659 -0.420 2.491 0.6143
C -2.070 1.322 3.322 -0.6635
C -3.378 1.980 2.901 -1.3948
C -2.043 -1.753 3.872 -0.2935
C -3.515 -1.772 4.297 -1.5940
H -4.215 -2.298 0.221 0.5179
H -3.144 -2.940 1.451 0.3257
H -2.480 -2.323 -0.058 -0.0487
H -4.018 -0.636 1.997 0.9463
H -3.267 0.044 0.596 0.3944
H -1.211 1.977 3.168 0.4844
H -2.081 1.080 4.387 0.7736
H -3.386 2.289 1.858 0.2933
H -3.520 2.874 3.508 0.4583
H -4.242 1.343 3.079 0.3285
H -1.437 -1.484 4.731 0.2818
H -1.723 -2.729 3.503 0.7509
H -3.901 -0.774 4.513 0.2991
H -3.605 -2.347 5.218 0.4787
H -4.159 -2.243 3.557 0.3297
```

spin multiplicity	1
HOMO-LUMO gap	0.1090	Ha
charge	+4
LUMO level	-12.89	eV
HOMO	-15.86	eV

=====

#b
This record from OMol25 describes a molecular structure, C40H57AsN10OS4Ti. The level of theory is wB97M-V/def2-TZVPD.

```
114
Properties=species:S:1:pos:R:3:mulliken_charge:R:1
Ti -1.281 -0.299 0.322 -1.0310
C -3.115 -3.810 -1.259 -0.5068
C -2.153 -4.442 -0.277 -1.0874
S -0.736 -3.334 0.109 0.7266
C -0.084 -4.194 1.607 -1.2717
C 0.680 -3.244 2.511 -0.8701
S -0.179 -1.661 2.794 0.4137
C -1.518 -2.195 3.944 -0.9690
C -2.701 -1.246 3.900 -1.3907
S -3.328 -0.947 2.201 0.7302
C -4.327 -2.494 2.000 -1.0828
C -4.934 -2.632 0.616 -1.0962
S -3.780 -2.188 -0.732 0.3961
H -3.961 -4.476 -1.437 0.7524
H -2.628 -3.605 -2.212 -0.3515
H -1.736 -5.356 -0.702 0.6503
H -2.651 -4.686 0.661 0.4259
H 0.577 -4.993 1.265 0.5827
H -0.931 -4.646 2.125 0.5177
H 1.646 -2.962 2.089 0.4187
H 0.855 -3.707 3.483 0.6083
H -1.096 -2.209 4.952 0.5889
H -1.813 -3.207 3.666 0.5107
H -2.453 -0.262 4.302 0.5099
H -3.532 -1.639 4.491 0.6348
H -5.124 -2.428 2.742 0.5846
H -3.675 -3.332 2.246 0.4794
H -5.783 -1.961 0.494 0.5780
H -5.284 -3.651 0.452 0.5637
C 0.642 4.709 2.337 -1.4634
N 0.196 3.345 2.186 1.5994
C -0.023 2.612 1.096 -1.5314
N -0.482 1.396 1.446 1.6565
C -0.497 1.474 2.812 -1.4737
N -0.093 2.624 3.259 -0.8121
C 2.124 4.843 2.637 0.9992
C 2.599 6.045 3.167 -0.9824
C 3.938 6.188 3.499 -0.6905
C 4.827 5.147 3.296 -1.0078
C 4.362 3.960 2.724 -0.1023
C 3.007 3.808 2.408 -0.2022
C 5.260 2.875 2.431 0.5512
N 6.488 2.685 2.834 -0.4566
N 6.929 1.578 2.312 -0.4374
C 5.986 1.067 1.569 0.5684
O 4.881 1.854 1.624 -0.2441
C 5.993 -0.108 0.737 -0.0802
C 7.024 -1.048 0.777 -0.9894
C 6.986 -2.136 -0.079 -0.7776
C 5.938 -2.294 -0.974 -0.9303
C 4.910 -1.356 -1.017 0.5831
C 3.801 -1.485 -2.042 -1.1234
N 2.591 -0.857 -1.585 1.2977
C 1.806 -1.214 -0.569 -0.9665
N 0.854 -0.295 -0.391 1.0126
C 1.138 0.624 -1.358 -1.2192
N 2.171 0.299 -2.078 -0.7966
C 4.941 -0.266 -0.168 0.0357
H 0.088 5.120 3.185 0.5634
H 0.389 5.271 1.435 0.4165
H 0.168 2.962 0.097 0.5720
H -0.784 0.692 3.484 0.7233
H 1.921 6.868 3.332 0.5071
H 4.287 7.114 3.931 0.4468
H 5.867 5.241 3.565 0.5727
H 2.674 2.863 2.000 0.6429
H 7.847 -0.908 1.458 0.5805
H 7.783 -2.865 -0.066 0.4495
H 5.935 -3.127 -1.662 0.5229
H 3.620 -2.539 -2.263 0.4971
H 4.102 -0.976 -2.961 0.3362
H 1.946 -2.116 -0.005 0.3512
H 0.578 1.526 -1.536 0.5849
H 4.188 0.508 -0.222 0.7734
N -1.394 -0.862 -1.595 0.7680
C -1.001 -1.277 -2.624 -0.3325
N -0.597 -1.709 -3.741 0.3157
C -0.467 -3.152 -4.019 -0.4656
C 0.297 -3.365 -5.320 -1.1095
C 1.531 -2.470 -5.352 -0.2320
C 1.132 -0.986 -5.327 -0.6947
C -0.309 -0.794 -4.852 -0.5634
H -1.464 -3.599 -4.091 0.2948
H 0.071 -3.611 -3.181 0.4176
H -0.341 -3.169 -6.179 0.4376
H 0.589 -4.414 -5.370 0.5212
H 2.108 -2.684 -6.248 0.4296
H 2.158 -2.713 -4.492 -0.0881
H 1.199 -0.566 -6.329 0.4653
H 1.813 -0.423 -4.689 0.2127
H -1.017 -1.020 -5.653 0.4806
H -0.473 0.232 -4.520 0.3025
C -5.861 1.048 0.762 -0.9286
C -5.096 1.179 -0.549 -0.7790
As -3.131 1.455 -0.404 0.9583
C -3.107 3.263 0.437 -0.8339
C -3.249 3.240 1.964 -1.3995
C -2.679 1.953 -2.284 -0.1524
C -3.655 2.908 -2.971 -1.5066
H -6.928 1.040 0.542 0.4068
H -5.673 1.892 1.424 0.1992
H -5.617 0.129 1.288 0.0562
H -5.446 2.083 -1.064 0.6297
H -5.271 0.313 -1.196 0.6431
H -3.939 3.824 -0.005 0.7280
H -2.184 3.765 0.126 0.5979
H -4.280 3.413 2.263 0.4635
H -2.659 4.030 2.422 0.2833
H -2.939 2.279 2.390 0.3188
H -2.617 1.015 -2.847 0.1712
H -1.675 2.402 -2.259 0.2494
H -4.605 2.417 -3.176 0.3743
H -3.244 3.234 -3.924 0.4457
H -3.836 3.802 -2.371 0.3424
```

spin multiplicity	1
HOMO-LUMO gap	0.0936	Ha
charge	+4
LUMO level	-13.15	eV
HOMO	-15.70	eV

=====

What is the least stable structure shown above? It is #b.